No. 1
39
Properties=species:S:1:pos:R:3:forces:R:3:lowdin_charge:R:1 method="wB97M-V/def2-TZVPD" fmax_ha_per_bohr=0.03870 total_charge=0 total_energy_ha=-2069.22368 spin_multiplicity=1 homo_energy_ev=-7.915 gap_ev=6.624
C -3.292432 -2.594372 -0.178785 0.159 0.163 0.758 -0.0119
C -2.472016 -1.345161 -0.127021 -0.693 0.241 0.004 -0.3358
C -2.831698 -0.291902 -1.134856 0.068 -0.376 -0.282 -0.0019
N -1.521353 -1.213429 0.741512 0.707 -0.937 -1.364 0.1607
C -0.448270 -0.501552 0.223762 -1.344 0.930 1.127 -0.2091
C -0.188026 0.824511 0.561778 0.375 0.207 -0.321 -0.1495
C -1.035651 1.610177 1.532769 0.618 -0.055 0.190 -0.1249
C -0.215905 1.919996 2.814034 0.279 -0.329 -0.688 -0.2499
C 0.673273 0.757399 3.236225 -0.216 0.114 0.693 -0.5816
Cl 1.275267 1.072867 4.904700 0.051 -0.090 -0.126 0.5486
C 0.877502 1.465618 -0.053046 -0.210 -0.387 -0.017 0.1037
C 1.649351 0.789887 -0.981960 -0.199 0.594 1.135 -0.1532
N 2.699683 1.488749 -1.697653 -0.316 -1.718 0.954 0.1492
C 3.985880 1.487482 -1.138801 0.238 0.534 -0.639 -0.5034
O 4.909718 1.946673 -1.691326 0.849 0.284 -0.407 0.2165
F 4.100357 0.989411 0.086525 -0.745 -0.239 0.411 0.1566
C 2.617644 0.865948 -2.984999 0.332 0.124 -0.501 -0.5520
O 3.360930 0.078188 -3.449647 0.621 0.187 -0.167 0.2170
F 1.461465 1.159190 -3.455317 -0.234 0.888 -1.061 0.1841
C 1.368702 -0.527428 -1.250830 0.180 -0.089 -0.856 0.0599
N 0.347480 -1.145178 -0.654842 0.299 0.189 0.080 0.0259
N 0.095503 -2.479392 -1.016606 0.155 -0.060 0.158 0.1332
C 0.369905 -3.314820 -0.153378 -0.158 0.764 -0.056 -0.7339
S 0.688520 -4.303239 0.972019 0.049 -0.572 0.106 0.8673
H -3.545634 -2.792986 -1.216703 -0.107 -0.035 -0.021 0.0971
H -4.202183 -2.486011 0.413870 -0.155 0.017 -0.142 0.0968
H -2.714712 -3.412237 0.243494 -0.055 -0.117 -0.009 0.0726
H -2.228713 -0.409848 -2.050437 0.374 0.157 -0.076 0.0863
H -3.867034 -0.414271 -1.446304 -0.086 -0.115 0.071 0.0891
H -2.722500 0.712544 -0.734284 0.275 0.049 -0.024 0.0837
H -1.232379 2.560839 1.039793 -0.408 0.032 0.073 0.1228
H -1.971010 1.108429 1.757729 -0.033 -0.101 -0.019 0.1139
H 0.443377 2.751931 2.567081 -0.038 0.211 0.310 0.1071
H -0.857454 2.198989 3.642866 -0.114 0.119 -0.015 0.1014
H 1.559034 0.638741 2.622956 -0.016 0.000 -0.130 0.0647
H 0.129971 -0.183198 3.285408 -0.038 -0.054 -0.058 0.0753
H 1.083878 2.499897 0.186911 0.056 0.096 -0.144 0.1512
H 1.940019 -1.103272 -1.964172 -0.230 -0.187 0.005 0.1575
F -0.290488 -0.409172 -3.452462 -0.289 -0.439 1.049 -0.6347

---

No. 2
33
Properties=species:S:1:pos:R:3:forces:R:3:mulliken_spin:R:1 method="wB97M-V/def2-TZVPD" fmax_ha_per_bohr=0.12760 total_charge=-2 total_energy_ha=-1334.95899 spin_multiplicity=3 homo_energy_ev="2.593 / 1.489" gap_ev="1.515 / 2.613"
C -1.073452 -0.699645 -3.734473 0.062 -0.319 -0.509 0.1044
C -1.786932 -1.693888 -3.006726 0.248 -0.605 -0.591 0.0850
C -0.854054 -2.391909 -2.188086 -0.088 -0.461 -0.162 0.0652
C 0.431887 -1.822523 -2.399896 0.271 -0.317 -0.746 0.1374
C 0.296904 -0.772302 -3.353731 0.396 -0.759 -0.712 -0.0078
Pd -0.916459 -0.092543 -1.446540 -1.143 -5.306 -1.376 1.0653
N -0.791944 1.752856 -1.564490 -1.908 5.486 0.183 0.1108
C -2.272389 1.919948 -1.323051 0.565 1.102 -0.087 -0.0760
C -2.899410 0.516751 -1.126879 -0.283 1.281 0.750 0.5591
H -1.093471 -3.196576 -1.490183 0.087 0.282 -0.245 -0.0357
H -2.858507 -1.886549 -3.063250 0.377 0.168 0.120 -0.0730
H 1.355207 -2.113177 -1.896370 -0.348 0.155 -0.106 0.0239
H 1.099120 -0.124903 -3.713530 -0.331 -0.188 0.200 0.0052
H -1.506891 0.024039 -4.427316 0.146 -0.218 0.332 -0.0335
H -3.695091 0.300681 -1.854224 0.210 -0.141 -0.011 -0.0792
H -2.426543 2.559742 -0.430417 -0.217 0.003 -0.116 -0.0082
H -0.332281 2.610263 -1.871978 0.005 -0.236 -0.171 0.1243
H -3.243303 0.334340 -0.097634 0.029 0.105 -0.268 -0.0095
H -2.731906 2.424147 -2.196103 -0.246 0.122 0.076 -0.0063
Cl 4.288164 -0.081033 5.595100 -0.021 0.006 -0.022 0.0002
C 3.095221 0.046089 4.315119 -0.657 0.062 -0.739 0.0027
C 1.831394 0.577519 4.586522 0.186 -0.150 -0.262 -0.0017
C 0.877083 0.673945 3.569092 0.763 -0.291 -0.051 -0.0003
C 1.179847 0.241501 2.264982 0.765 -0.025 0.494 0.0062
C 2.456021 -0.289731 2.001705 -0.092 0.225 0.814 0.0119
C 3.406446 -0.386856 3.022903 -0.231 0.128 0.198 0.0007
C 0.165955 0.325329 1.191407 -5.097 0.712 -3.348 -0.0528
O -1.046764 0.753913 1.458164 4.160 -1.210 0.620 0.0274
O 0.455350 -0.070413 -0.028656 2.619 0.348 6.006 0.0474
H 1.585745 0.913087 5.586098 0.069 -0.012 0.036 -0.0002
H -0.096419 1.085451 3.804419 -0.028 -0.074 -0.341 -0.0008
H 2.718030 -0.635901 1.009451 -0.293 0.113 -0.038 0.0077
H 4.383438 -0.801652 2.808572 0.027 0.012 0.074 0.0003

---

No. 3
37
Properties=species:S:1:pos:R:3:forces:R:3:mulliken_spin:R:1 method="wB97M-V/def2-TZVPD" de_lowest_kj_mol=88.6 fmax_ha_per_bohr=0.10183 total_charge=0 total_energy_ha=-2343.24579 spin_multiplicity=4 homo_energy_ev="-7.482 / -8.578" gap_ev="6.796 / 7.788"
C 1.603538 2.703836 1.085091 1.479 1.494 2.092 0.0871
C 2.828359 1.791797 0.730581 1.295 1.063 0.834 0.0109
H 1.300803 3.402161 0.288507 0.061 -0.347 0.002 -0.0101
H 1.971762 3.343186 1.896742 -0.255 -0.034 -0.244 0.0082
H 0.730664 2.201842 1.575010 0.367 0.256 -0.108 -0.0232
H 2.783617 1.042842 -0.103088 -0.034 0.327 0.337 -0.0118
H 3.637763 2.466567 0.418896 -0.300 -0.224 -0.174 0.0031
H 3.179127 1.277980 1.629656 -0.301 -0.073 -0.250 0.0062
C -2.245177 1.789633 -0.353153 -0.235 -0.701 -0.627 0.0264
C -3.544545 1.617414 -0.852797 0.410 -0.022 0.081 0.0021
C -3.816273 0.525456 -1.686318 0.296 0.328 0.296 0.0077
C -2.803104 -0.388939 -1.934275 0.688 -0.071 0.184 -0.0065
H -1.975444 2.619322 0.300780 -0.135 -0.183 -0.250 -0.0066
H -4.311391 2.342998 -0.590518 0.137 -0.203 -0.106 -0.0001
H -4.801647 0.389273 -2.127875 0.205 0.033 0.155 0.0008
H -2.955905 -1.272404 -2.550020 -0.212 0.307 0.159 -0.0004
N -1.258914 0.930487 -0.652081 -0.173 -0.141 -0.018 -0.0509
C -1.527418 -0.179531 -1.379616 -1.044 1.185 0.148 0.0379
C -0.434243 -1.145392 -1.491026 1.279 -1.030 -0.196 0.0229
N 0.706141 -0.830805 -0.830524 -0.196 -0.317 -0.289 -0.0604
C 1.699931 -1.733772 -0.733274 -0.781 0.124 -0.444 0.0361
C 0.520506 -3.262601 -2.174853 -0.129 0.510 0.184 0.0117
C 1.645625 -2.949433 -1.410264 0.150 0.050 0.100 -0.0022
H 2.518573 -1.458178 -0.071810 -0.103 -0.092 -0.286 0.0028
H 2.498502 -3.622349 -1.330873 -0.310 0.080 -0.061 -0.0003
C -0.546013 -2.362776 -2.189295 0.220 0.472 0.361 -0.0059
H -1.464470 -2.561303 -2.730152 0.260 -0.204 0.030 0.0000
H 0.462757 -4.188329 -2.743477 0.033 0.172 0.177 0.0007
V 0.887674 1.223016 -0.150811 -3.228 -4.122 -0.107 2.8923
I 1.291476 2.243253 -2.411017 0.346 0.809 -1.759 0.0206
F -0.340738 -2.421145 3.459347 0.313 0.841 0.298 0.0001
C 0.121737 -1.166507 3.755126 -0.069 -0.070 -0.041 -0.0002
F -0.772049 -0.587452 4.597370 0.678 -0.491 -0.545 0.0000
F 1.295095 -1.311254 4.426503 -0.943 0.056 -0.362 0.0001
C 0.316834 -0.341739 2.421291 0.086 0.180 -0.175 -0.0168
O -0.654996 0.352363 2.025813 1.308 -0.547 0.339 0.0105
O 1.451834 -0.479516 1.886392 -1.162 0.586 0.265 0.0072

---

No. 4
42
Properties=species:S:1:pos:R:3:forces:R:3:lowdin_charge:R:1 method="wB97M-V/def2-TZVPD" fmax_ha_per_bohr=0.06134 total_charge=+3 total_energy_ha=-1589.03484 spin_multiplicity=1 homo_energy_ev="-18.183 / -18.152" gap_ev="3.134 / 3.106"
Pt 0.018376 -0.160080 -0.769169 -1.060 -1.196 0.785 1.6126
N -0.517959 -0.859731 1.365806 0.395 0.419 -1.083 0.0928
N 0.649546 -0.708092 2.129138 -0.003 0.000 0.035 0.0583
C 1.803939 -0.267426 1.582674 0.274 0.094 0.133 -0.3308
N 2.869805 -0.211563 2.340274 -0.047 0.114 -0.396 0.2873
N 1.707117 0.087939 0.281549 -0.206 0.228 0.615 -0.0297
N 2.796933 0.444694 -0.520081 1.005 -1.530 1.024 -0.3875
O 2.475818 0.460638 -1.673651 -0.379 0.563 -1.582 0.0987
O 3.897282 0.534189 -0.055177 -0.518 0.477 0.080 0.1991
H -1.265774 -0.313462 1.789182 -0.177 0.126 -0.113 0.1379
H -0.800406 -1.840633 1.345111 -0.001 -0.157 -0.231 0.1593
H 0.615177 -0.987427 3.101678 -0.117 -0.054 0.057 0.1964
H 2.852093 -0.524270 3.301539 0.067 -0.009 0.050 0.1683
H 3.738611 0.146916 1.962415 0.079 -0.018 0.021 0.1410
O 0.101355 -2.089526 -1.558771 0.425 0.890 0.575 -0.0559
C -0.899722 -1.808870 -2.307177 -0.797 -2.217 -1.618 -0.5141
O -1.435288 -0.659714 -2.117788 0.664 1.104 0.654 -0.0500
C -1.395404 -2.743143 -3.341211 0.978 0.407 1.386 -0.1066
C -0.748814 -3.960051 -3.558789 0.008 -1.924 -1.385 0.0492
C -1.211812 -4.850332 -4.574339 1.684 0.943 2.192 0.0360
C -2.325972 -4.530853 -5.342784 -0.432 0.628 -0.158 0.0411
C -2.963129 -3.310793 -5.128648 0.208 1.685 1.388 0.0245
C -2.502307 -2.412517 -4.117454 -1.925 -0.709 -2.396 0.0642
H 0.111444 -4.240643 -2.963264 -0.036 0.012 -0.081 0.1328
H -0.673994 -5.776618 -4.734783 -0.077 0.021 0.050 0.1357
H -2.683768 -5.210970 -6.105094 -0.003 -0.003 -0.013 0.1456
H -3.816825 -3.019988 -5.728211 0.028 -0.053 0.080 0.1328
H -3.025396 -1.476157 -3.967086 0.019 -0.036 -0.039 0.1362
F -0.924155 6.464970 0.753772 -0.003 -0.070 -0.064 0.1952
C -1.202596 6.007043 -0.466664 -0.085 0.235 -0.020 -0.5973
F -2.499476 6.190405 -0.711416 0.123 -0.069 0.024 0.1971
F -0.486734 6.675917 -1.361126 -0.030 -0.087 0.055 0.1935
C -0.887171 4.514755 -0.519267 -0.018 0.030 0.001 -0.0217
C 0.069801 4.007733 -1.379927 0.002 -0.032 -0.008 0.0863
C 0.320858 2.649268 -1.368920 0.110 0.073 -0.071 -0.0557
N -0.346875 1.819237 -0.547951 0.055 0.126 0.043 -0.1273
C -1.287427 2.309556 0.281833 -0.093 -0.010 0.016 -0.0655
C -1.580975 3.651886 0.322176 0.016 -0.050 0.012 0.0745
H 0.623146 4.650803 -2.050614 0.005 0.003 -0.016 0.1544
H 1.072634 2.211973 -2.014333 -0.071 0.068 -0.023 0.1180
H -1.833072 1.608036 0.894148 -0.053 -0.021 0.017 0.1148
H -2.346068 4.016972 0.994827 -0.012 -0.001 0.006 0.1582

---

No. 5
35
Properties=species:S:1:pos:R:3:forces:R:3:lowdin_charge:R:1 method="wB97M-V/def2-TZVPD" de_lowest_kj_mol=0.0 fmax_ha_per_bohr=0.04572 total_charge=-1 total_energy_ha=-3523.01399 spin_multiplicity=1 homo_energy_ev=-4.011 gap_ev=6.292
C -0.500002 1.089569 -4.087536 0.969 1.048 0.233 -0.1796
C 0.903250 1.228385 -3.845153 -1.000 0.919 -0.146 -0.2059
C 1.082975 2.002237 -2.651029 -0.716 0.126 -0.669 -0.1923
C -0.222056 2.386656 -2.176101 0.106 -0.230 -1.519 -0.2510
C -1.201475 1.811290 -3.066623 1.090 0.346 0.004 -0.2003
Ga -0.083117 0.049380 -1.756953 0.686 -1.078 -1.973 0.2634
N -1.318575 -1.345584 -2.044520 -1.145 -0.313 0.069 -0.1690
C -0.439862 -2.397194 -2.510863 -0.120 0.113 0.138 -0.4251
C 0.904653 -1.642819 -2.609078 -0.243 0.022 0.776 -0.1659
H 2.022665 2.394583 -2.265463 -0.263 -0.371 0.030 0.0963
H 1.702883 0.846782 -4.475895 -0.239 -0.126 0.322 0.0899
H -0.414460 3.104520 -1.382236 0.022 -0.509 -0.030 0.0919
H -2.275075 1.979582 -3.016840 0.264 -0.238 0.108 0.0936
H -0.959876 0.583882 -4.933850 0.144 -0.062 0.372 0.0933
H 1.258459 -1.641046 -3.644016 0.216 0.535 0.313 0.0344
H -0.369482 -3.228555 -1.767011 -0.064 0.107 -0.584 0.0807
H -2.312107 -1.539371 -1.958927 0.220 -0.048 0.041 0.0286
H 1.667760 -2.010090 -1.921287 0.113 -0.320 -0.242 0.0186
H -0.793942 -2.786482 -3.498984 0.491 -0.109 0.486 0.0851
O 2.390379 2.235340 3.185175 -0.275 -0.023 -0.247 -0.3093
S 2.127416 0.941794 2.613501 -0.482 -0.597 0.116 0.6382
O 3.250389 0.055044 2.479273 -0.136 -0.043 -0.043 -0.3097
N 1.261117 1.030857 1.198263 -0.196 -0.199 0.745 -0.0828
C 0.042252 0.549075 1.360572 0.983 0.997 -1.168 -0.7308
S -1.116006 0.652921 0.128308 -0.922 -0.080 1.959 0.8519
C -0.281473 -0.023771 2.663447 -0.210 -0.121 1.080 -0.2345
C -1.488332 -0.609581 3.070407 0.182 0.175 -0.342 -0.0298
C -1.637089 -1.048450 4.382336 0.576 0.220 -0.052 -0.0779
C -0.555830 -0.885747 5.267469 -0.077 0.055 -0.300 -0.0785
C 0.655964 -0.295757 4.847140 -0.206 -0.159 0.101 -0.0388
C 0.793717 0.134266 3.528087 -0.763 -0.450 0.631 -0.1954
H -2.288884 -0.700902 2.337068 0.179 -0.003 0.167 0.0971
H -2.581020 -1.506433 4.704295 0.515 0.218 -0.072 0.1046
H -0.695617 -1.234541 6.294921 0.326 0.209 -0.297 0.0984
H 1.470416 -0.179845 5.552103 -0.024 -0.011 -0.006 0.1104

---

No. 6
35
Properties=species:S:1:pos:R:3:forces:R:3:lowdin_charge:R:1 method="wB97M-V/def2-TZVPD" de_lowest_kj_mol=0.0 fmax_ha_per_bohr=0.06344 total_charge=-1 total_energy_ha=-2833.79162 spin_multiplicity=1 homo_energy_ev=-3.698 gap_ev=6.243
C 0.682412 3.920511 -1.344178 -0.343 0.328 -0.885 -0.2311
C -0.700644 3.982975 -1.697288 0.500 -0.218 -0.778 -0.2415
C -0.940022 3.008318 -2.724152 0.567 0.383 -0.310 -0.2438
C 0.308539 2.348934 -3.003778 -0.237 1.001 -0.050 -0.2629
C 1.303496 2.918093 -2.143481 -0.327 0.430 -0.768 -0.2424
Lu -0.293599 1.724736 -0.718499 1.929 -0.764 2.517 1.0425
N 1.255171 1.672274 0.570729 -0.943 -0.776 -1.024 -0.3356
C -1.028339 2.108696 1.721402 -0.806 0.215 0.491 -0.1984
C -2.057100 2.542536 0.910610 -0.091 -0.021 0.528 -0.2133
H -1.889524 2.821098 -3.226065 0.311 0.027 0.202 0.0923
H -1.442045 4.668310 -1.291482 0.230 -0.239 -0.073 0.0884
H 0.465433 1.576075 -3.758849 -0.061 0.237 0.385 0.0938
H 2.355214 2.636034 -2.131535 -0.433 0.079 0.156 0.0958
H 1.168106 4.552950 -0.604860 -0.117 -0.389 -0.147 0.0947
H -2.238994 3.607046 0.718105 0.345 -0.456 0.084 0.0404
H -0.329411 2.803278 2.188002 -0.343 -0.314 -0.174 0.0455
H 2.222392 1.603210 0.891559 -0.381 0.294 0.317 -0.1379
H -2.892489 1.896627 0.597801 0.568 0.009 0.199 0.0547
H -0.989643 1.070655 2.080996 0.046 0.577 -0.249 0.0584
O -1.768425 -5.233345 -0.494375 -0.217 0.107 -0.094 -0.3054
S -1.792052 -4.066224 0.342890 0.794 1.258 0.724 0.6269
O -2.706569 -4.037328 1.466434 0.284 -0.070 -0.707 -0.3170
N -1.868440 -2.671256 -0.531301 -0.194 0.181 -0.507 -0.1242
C -0.768763 -1.939041 -0.524081 -1.695 -1.176 0.074 -0.7954
S -0.650271 -0.674042 -1.643536 0.074 0.038 -0.562 0.5844
C 0.272838 -2.462636 0.387292 0.798 -0.737 0.726 -0.2076
C 1.539414 -1.980039 0.742926 -0.221 -0.027 -0.152 -0.0121
C 2.362691 -2.765093 1.567550 -0.436 -0.183 -0.040 -0.0718
C 1.917770 -4.009719 2.045995 -0.073 0.083 -0.085 -0.0839
C 0.637843 -4.481262 1.717547 0.188 0.338 -0.090 -0.0518
C -0.151764 -3.688800 0.900040 0.715 -0.424 0.582 -0.2371
H 1.840089 -0.991832 0.390560 -0.022 -0.168 0.074 0.0794
H 3.358831 -2.407419 1.845583 -0.405 -0.086 -0.122 0.1012
H 2.569633 -4.618569 2.682428 -0.233 0.276 -0.250 0.0985
H 0.248223 -5.435751 2.069011 0.229 0.186 0.011 0.1161